Entry 1:
The following is a DFT calculation (the ωB97M-V functional and the def2-TZVPD basis) of C22H21BF2N2ORh as an isolated structure.

```
50
Properties=species:S:1:pos:R:3:nbo_charge:R:1
Rh -0.016 -0.091 -0.485 0.550
C -4.600 3.214 -1.620 -0.166
C -4.291 2.136 -0.800 -0.205
C -2.996 1.670 -0.723 -0.214
C -1.981 2.294 -1.460 0.143
C -2.297 3.382 -2.290 -0.209
C -3.597 3.831 -2.362 -0.194
N -0.697 1.806 -1.331 -0.176
N 0.267 2.427 -1.840 -0.090
C 1.503 1.959 -1.556 0.045
C 2.618 2.630 -2.086 -0.140
C 3.889 2.239 -1.738 -0.232
C 4.079 1.183 -0.849 -0.127
C 2.986 0.496 -0.330 -0.286
C 1.701 0.838 -0.697 -0.110
H -5.617 3.576 -1.676 0.230
H -5.070 1.668 -0.213 0.229
H -2.732 0.843 -0.075 0.216
H -1.501 3.844 -2.857 0.242
H -3.837 4.673 -2.996 0.233
H 2.444 3.451 -2.770 0.235
H 4.742 2.765 -2.144 0.235
H 5.080 0.893 -0.557 0.232
H 3.143 -0.312 0.378 0.226
F 0.255 -0.881 2.292 -0.503
B 0.302 0.167 1.473 1.185
F 0.543 1.327 2.053 -0.489
C -4.270 -7.328 -1.585 -0.647
C -3.565 -6.101 -1.101 0.113
C -3.080 -5.152 -1.998 -0.245
C -2.456 -3.997 -1.578 0.101
C -1.978 -3.031 -2.623 -0.639
C -2.273 -3.791 -0.173 -0.189
C -1.630 -2.629 0.341 0.454
O -1.266 -1.635 -0.325 -0.714
C -2.738 -4.772 0.752 0.103
C -2.601 -4.660 2.247 -0.650
C -3.381 -5.890 0.263 -0.249
H -4.328 -7.352 -2.670 0.228
H -5.282 -7.363 -1.177 0.241
H -3.751 -8.223 -1.239 0.241
H -3.203 -5.328 -3.060 0.221
H -2.236 -3.401 -3.614 0.227
H -0.894 -2.911 -2.576 0.225
H -2.429 -2.049 -2.495 0.233
H -1.435 -2.600 1.414 0.164
H -1.859 -3.943 2.582 0.214
H -2.329 -5.628 2.664 0.242
H -3.559 -4.378 2.688 0.243
H -3.752 -6.633 0.960 0.222
```

Summary:
Kohn-Sham gap (alpha / beta) = 6.76 / 6.76 eV
E_HOMO (alpha / beta) = -11.370 / -11.370 eV
Total charge = +1
2S+1 = 1

---

Entry 2:
The following is a DFT calculation (the ωB97M-V functional and the def2-TZVPD basis) of one molecule with the formula C15H20N2O6S.

```
44
Properties=species:S:1:pos:R:3:nbo_charge:R:1
C -2.928 -1.451 5.515 -0.604
C -2.213 -0.967 4.212 -0.401
C -1.511 0.382 4.381 -0.403
C -0.839 0.852 3.057 -0.506
S 0.605 -0.185 2.683 0.229
C 1.125 0.496 1.135 0.616
O 0.863 1.666 0.867 -0.588
O 1.811 -0.369 0.333 -0.497
C 2.035 0.029 -0.946 0.410
C 1.093 -0.185 -1.985 -0.062
C -0.283 -0.765 -1.689 -0.250
C -0.662 -1.989 -2.535 -0.602
C -1.324 0.376 -1.889 -0.393
C -2.718 0.028 -1.451 -0.608
C 1.315 0.321 -3.288 -0.077
C 2.517 0.894 -3.695 -0.008
N 2.755 1.181 -5.043 0.500
O 3.933 1.332 -5.400 -0.356
O 1.785 1.317 -5.806 -0.365
C 3.441 1.115 -2.649 -0.122
C 3.237 0.653 -1.322 -0.024
N 4.347 0.847 -0.420 0.506
O 5.082 1.855 -0.561 -0.366
O 4.457 0.009 0.471 -0.342
H -3.544 -2.306 5.295 0.213
H -3.556 -0.642 5.949 0.202
H -2.193 -1.715 6.290 0.206
H -2.954 -0.906 3.398 0.194
H -1.494 -1.722 3.877 0.206
H -0.729 0.336 5.158 0.207
H -2.221 1.128 4.668 0.215
H -0.446 1.877 3.225 0.237
H -1.560 0.842 2.265 0.219
H -0.338 -1.103 -0.637 0.219
H -0.676 -1.761 -3.615 0.203
H -1.662 -2.313 -2.292 0.220
H 0.116 -2.753 -2.359 0.219
H -1.400 0.688 -2.928 0.200
H -0.964 1.267 -1.335 0.218
H -2.752 -0.293 -0.394 0.199
H -3.317 0.944 -1.529 0.219
H -3.170 -0.754 -2.055 0.204
H 0.538 0.157 -4.045 0.240
H 4.398 1.587 -2.913 0.273
```

Summary:
Structure (SMILES) = CCCCSC(=O)Oc1c([C@H](C)CC)cc([N+](=O)[O-])cc1[N+](=O)[O-]
Kohn-Sham gap = 8.54 eV
E_HOMO = -9.893 eV
2S+1 = 1

---

Entry 3:
The following is a DFT calculation (the ωB97M-V functional and the def2-TZVPD basis) of one molecule with the formula C6H16N2.

```
24
Properties=species:S:1:pos:R:3:nbo_charge:R:1
C -2.548 -2.079 -0.112 -0.424
N -2.952 -0.749 0.336 -0.626
C -1.890 0.015 0.961 -0.224
C -0.768 0.510 0.027 -0.243
N 0.544 0.364 0.622 -0.636
C 1.657 0.308 -0.303 -0.038
C 1.806 1.555 -1.183 -0.627
C 2.939 0.085 0.488 -0.608
H -1.478 -2.264 -0.012 0.185
H -2.867 -2.273 -1.140 0.190
H -3.016 -2.874 0.480 0.186
H -3.366 -0.272 -0.453 0.351
H -2.337 0.817 1.546 0.190
H -1.427 -0.624 1.708 0.198
H -0.783 -0.154 -0.834 0.189
H -1.023 1.522 -0.321 0.166
H 0.732 1.047 1.347 0.353
H 1.503 -0.556 -0.957 0.179
H 2.015 2.417 -0.555 0.200
H 2.570 1.357 -1.939 0.210
H 0.873 1.755 -1.718 0.206
H 3.199 0.972 1.061 0.197
H 2.844 -0.774 1.156 0.219
H 3.771 -0.105 -0.204 0.209
```

Summary:
Structure (SMILES) = CNCCNC(C)C
Kohn-Sham gap = 9.43 eV
E_HOMO = -8.334 eV
2S+1 = 1

---

Entry 4:
The following is a DFT calculation (the ωB97M-V functional and the def2-TZVPD basis) of one molecule with the formula C3H6O2.

```
11
Properties=species:S:1:pos:R:3:nbo_charge:R:1
C -1.008 -0.966 0.787 -0.557
C -0.356 0.150 1.139 0.155
O 0.202 1.114 0.352 -0.509
C 0.479 0.804 -1.007 0.217
O 1.688 0.070 -1.110 -0.709
H -1.220 -1.239 -0.239 0.201
H -1.387 -1.631 1.557 0.221
H -0.215 0.420 2.181 0.191
H -0.335 0.275 -1.513 0.142
H 0.625 1.749 -1.538 0.177
H 1.528 -0.746 -0.609 0.471
```

Summary:
Structure (SMILES) = C=COCO
Kohn-Sham gap = 10.36 eV
E_HOMO = -9.408 eV
2S+1 = 1

---

Entry 5:
The following is a DFT calculation (the ωB97M-V functional and the def2-TZVPD basis) of C29H33AsBrMnN5O8S as an isolated structure.

```
79
Properties=species:S:1:pos:R:3:mulliken_spin:R:1
Mn -0.609 -0.277 -0.784 1.092
O -0.779 0.098 3.821 -0.001
As -1.077 0.818 2.269 -0.011
O -1.363 2.771 4.024 0.000
O -0.462 -0.322 1.230 0.004
C -2.962 1.145 2.184 0.001
C -3.659 1.152 3.384 0.000
C -5.027 1.386 3.376 0.000
C -5.688 1.634 2.184 0.000
C -4.992 1.629 0.984 0.001
C -3.631 1.373 0.986 -0.001
S -2.807 1.228 -0.576 -0.009
O -1.418 1.711 -0.354 0.000
O -3.578 1.937 -1.546 0.000
O -2.676 -0.234 -0.795 -0.003
H -0.401 -0.777 3.649 0.000
H -3.129 1.005 4.313 0.000
H -5.570 1.394 4.312 0.000
H -6.750 1.835 2.184 0.000
H -5.487 1.823 0.042 0.000
C 2.249 4.423 0.116 0.000
C 1.319 3.978 1.208 0.002
C 0.947 4.868 2.263 0.000
C 0.081 4.522 3.245 0.000
C -0.520 3.221 3.244 0.000
Br 1.959 2.661 -3.597 0.000
N -0.103 2.377 2.221 0.001
C 0.777 2.740 1.222 0.002
H 1.914 5.375 -0.299 0.000
H 2.283 3.705 -0.702 0.000
H 3.263 4.566 0.495 0.000
H 1.376 5.864 2.265 0.000
H -0.208 5.199 4.036 0.000
H 1.018 1.996 0.476 -0.004
O -1.627 -7.542 2.360 0.000
C -0.969 -6.406 2.679 0.000
O -0.487 -6.274 3.766 0.000
C -0.886 -5.350 1.618 0.001
C 0.123 -4.398 1.745 0.000
C 0.247 -3.381 0.819 -0.001
C -0.633 -3.316 -0.256 0.002
C -1.660 -4.244 -0.376 -0.004
C -1.782 -5.260 0.560 -0.001
N -0.507 -2.262 -1.201 -0.022
C -0.519 -2.546 -2.451 -0.010
C -0.523 -1.437 -3.396 0.011
C -0.458 -1.592 -4.762 -0.004
C -0.495 -0.446 -5.559 0.005
C -0.594 0.786 -4.955 -0.004
C -0.666 0.860 -3.562 0.013
N -0.630 -0.226 -2.805 -0.041
H -1.852 -7.554 1.423 0.000
H 0.798 -4.471 2.586 0.000
H 1.023 -2.637 0.927 0.002
H -2.384 -4.139 -1.173 0.000
H -2.616 -5.945 0.471 0.000
H -0.537 -3.574 -2.807 0.000
H -0.378 -2.579 -5.196 0.000
H -0.433 -0.528 -6.635 0.000
H -0.588 1.705 -5.521 0.000
H -0.743 1.811 -3.056 -0.002
C 4.538 1.745 -0.901 0.000
C 3.780 0.421 -0.897 -0.002
C 4.146 -0.380 0.350 0.001
C 4.120 -0.365 -2.169 0.000
N 2.347 0.790 -0.846 0.012
N 1.481 -0.347 -0.754 -0.048
H 5.609 1.564 -1.009 0.000
H 4.367 2.278 0.035 0.000
H 4.203 2.368 -1.732 0.000
H 5.229 -0.492 0.412 0.000
H 3.722 -1.388 0.340 0.000
H 3.805 0.139 1.249 0.000
H 5.189 -0.583 -2.204 0.000
H 3.848 0.220 -3.049 0.000
H 3.603 -1.330 -2.212 0.000
H 2.115 1.278 -1.723 0.004
H 1.598 -0.714 0.186 -0.001
H 1.787 -1.079 -1.399 0.012
```

Summary:
Kohn-Sham gap (alpha / beta) = 6.26 / 6.24 eV
E_HOMO (alpha / beta) = -7.482 / -7.473 eV
<S²> = 0.776
2S+1 = 2

---

Entry 6:
The following is a DFT calculation (the ωB97M-V functional and the def2-TZVPD basis) of one molecule with the formula C20H30N4O6S.

```
61
Properties=species:S:1:pos:R:3:nbo_charge:R:1
C 6.852 0.969 -2.419 -0.631
C 5.515 0.617 -1.847 0.011
C 4.381 1.349 -2.186 -0.216
C 3.142 1.011 -1.669 -0.178
C 3.037 -0.067 -0.813 -0.366
S 1.467 -0.436 -0.046 2.356
O 1.403 -1.832 0.273 -0.945
O 0.416 0.145 -0.830 -0.947
N 1.560 0.383 1.381 -0.735
C 1.283 1.799 1.439 -0.228
C 2.485 2.520 2.047 -0.442
C 2.827 1.834 3.370 -0.071
O 3.087 0.452 3.179 -0.521
C 2.039 -0.255 2.574 0.251
C 0.849 -0.560 3.528 -0.265
N -0.088 -1.404 2.840 -0.593
C -0.959 -0.896 1.946 0.605
O -1.310 0.270 1.891 -0.636
C -1.529 -1.973 1.026 0.585
O -1.548 -3.149 1.345 -0.631
N -1.986 -1.460 -0.119 -0.588
C -2.545 -2.262 -1.176 -0.226
C -4.082 -2.226 -1.183 -0.218
N -4.574 -0.892 -1.488 -0.460
C -4.863 -0.102 -0.302 -0.259
C -5.180 1.330 -0.730 -0.073
O -6.277 1.374 -1.615 -0.524
C -6.023 0.581 -2.750 -0.072
C -5.728 -0.870 -2.367 -0.244
C 4.148 -0.811 -0.465 -0.118
C 5.382 -0.468 -0.985 -0.229
H 7.641 0.803 -1.689 0.221
H 7.060 0.340 -3.284 0.227
H 6.879 2.007 -2.742 0.219
H 4.470 2.189 -2.859 0.216
H 2.252 1.560 -1.931 0.237
H 1.082 2.120 0.418 0.232
H 0.377 1.972 2.031 0.223
H 2.256 3.571 2.216 0.220
H 3.340 2.442 1.372 0.210
H 2.008 1.975 4.087 0.164
H 3.747 2.233 3.800 0.200
H 2.469 -1.215 2.265 0.211
H 0.327 0.362 3.792 0.220
H 1.219 -1.052 4.428 0.219
H 0.155 -2.375 2.685 0.426
H -1.804 -0.481 -0.294 0.435
H -2.166 -1.897 -2.131 0.207
H -2.216 -3.292 -1.012 0.224
H -4.454 -2.586 -0.214 0.185
H -4.425 -2.919 -1.955 0.199
H -3.998 -0.100 0.359 0.222
H -5.730 -0.513 0.247 0.167
H -5.457 1.939 0.131 0.194
H -4.292 1.763 -1.216 0.164
H -6.917 0.644 -3.374 0.191
H -5.161 0.985 -3.301 0.164
H -5.503 -1.441 -3.271 0.202
H -6.623 -1.303 -1.884 0.167
H 4.028 -1.654 0.196 0.226
H 6.255 -1.046 -0.719 0.216
```

Summary:
Structure (SMILES) = Cc1ccc(S(=O)(=O)N2CCCO[C@H]2CNC(=O)C(=O)NCCN2CCOCC2)cc1
Kohn-Sham gap = 9.04 eV
E_HOMO = -8.486 eV
2S+1 = 1

---

Entry 7:
The following is a DFT calculation (the ωB97M-V functional and the def2-TZVPD basis) of an isolated ion of composition C8H15N2O2S and charge -1.

```
28
Properties=species:S:1:pos:R:3:nbo_charge:R:1
C 2.837 -0.601 0.647 0.353
C 2.015 1.514 -0.115 0.895
C 0.305 -0.881 -1.946 -0.661
C -0.939 0.696 1.408 -0.578
C -1.971 -1.311 0.226 -0.592
C -2.152 1.071 -0.667 -0.618
C 0.164 -0.190 -0.652 -0.186
C -1.241 0.044 0.045 -0.065
N 2.559 -1.320 1.836 -0.869
N 0.893 1.101 -0.699 -0.650
O 2.370 2.648 -0.270 -0.668
O 2.649 0.749 0.846 -0.547
S 3.536 -1.294 -0.665 -0.176
H 0.460 -0.214 -2.746 0.159
H -0.545 -1.400 -2.111 0.183
H 1.103 -1.516 -1.839 0.208
H -0.709 1.658 1.333 0.194
H -1.936 0.741 1.938 0.161
H -0.224 0.222 1.896 0.201
H -1.360 -2.127 0.057 0.211
H -2.920 -1.386 -0.478 0.173
H -2.248 -1.310 1.199 0.191
H -1.637 1.939 -0.798 0.180
H -2.928 1.418 -0.115 0.186
H -2.515 0.620 -1.669 0.187
H 2.408 -0.704 2.619 0.361
H 1.743 -1.921 1.848 0.400
H 0.281 1.755 -1.129 0.368
```

Summary:
Kohn-Sham gap (alpha / beta) = 5.29 / 5.28 eV
E_HOMO (alpha / beta) = -1.924 / -1.922 eV
Total charge = -1
2S+1 = 1

---

Entry 8:
The following is a DFT calculation (the ωB97M-V functional and the def2-TZVPD basis) of one molecule with the formula C26H25N3O4.

```
58
Properties=species:S:1:pos:R:3:nbo_charge:R:1
C 2.234 2.037 1.713 -0.252
O 2.243 0.632 1.638 -0.562
C 1.567 -0.021 2.693 -0.072
C 0.044 -0.058 2.511 -0.256
N -0.333 -0.793 1.321 -0.450
C -0.682 -2.100 1.471 0.672
O -0.541 -2.673 2.540 -0.633
C -1.243 -2.769 0.275 -0.204
C -1.839 -4.017 0.435 -0.150
C -2.380 -4.676 -0.651 -0.224
C -2.324 -4.092 -1.907 -0.185
C -1.735 -2.851 -2.073 -0.217
C -1.197 -2.178 -0.986 0.119
C -0.507 -0.856 -1.154 -0.348
C 0.912 -1.175 -1.660 0.693
O 1.086 -1.502 -2.816 -0.634
N 1.896 -1.131 -0.746 -0.624
C 3.279 -1.355 -1.118 -0.272
C 4.113 -0.147 -0.853 0.274
C 5.155 0.063 0.002 -0.300
C 5.538 1.416 -0.164 -0.317
C 4.696 1.927 -1.101 0.075
O 3.832 0.990 -1.524 -0.401
C -0.617 -0.017 0.125 -0.045
C -1.988 0.596 0.205 -0.147
C -3.107 0.059 0.773 -0.007
N -4.163 0.914 0.623 -0.515
C -3.746 2.025 -0.053 0.113
C -4.441 3.163 -0.442 -0.224
C -3.741 4.137 -1.120 -0.217
C -2.381 3.988 -1.408 -0.235
C -1.686 2.864 -1.027 -0.212
C -2.369 1.862 -0.337 -0.030
H 2.837 2.392 0.879 0.206
H 2.681 2.380 2.653 0.173
H 1.223 2.451 1.632 0.164
H 1.810 0.452 3.653 0.175
H 1.945 -1.047 2.697 0.202
H -0.371 0.951 2.452 0.206
H -0.384 -0.574 3.375 0.245
H -1.859 -4.449 1.425 0.237
H -2.840 -5.644 -0.522 0.215
H -2.741 -4.606 -2.760 0.215
H -1.675 -2.401 -3.052 0.226
H -0.985 -0.302 -1.969 0.253
H 1.749 -0.747 0.177 0.428
H 3.274 -1.598 -2.186 0.255
H 3.685 -2.200 -0.553 0.213
H 5.595 -0.655 0.663 0.226
H 6.326 1.931 0.346 0.228
H 4.615 2.902 -1.540 0.203
H 0.118 0.795 0.070 0.227
H -3.227 -0.878 1.284 0.222
H -5.097 0.747 0.953 0.415
H -5.493 3.276 -0.221 0.212
H -4.251 5.034 -1.438 0.213
H -1.872 4.776 -1.943 0.213
H -0.637 2.756 -1.260 0.210
```

Summary:
Structure (SMILES) = COCCN1C(=O)c2ccccc2[C@H](C(=O)NCc2ccco2)[C@H]1c1c[nH]c2ccccc12
Kohn-Sham gap = 8.84 eV
E_HOMO = -8.159 eV
2S+1 = 1

---

It is found that the ΔE to the lowest compared entry with this formula, charge and spin values, taken in the order of the records, are 1.547 6.850 0.949 1.735 0.000 0.040 2.769 0.938 eV.